C50H42AsCrN3PS2Se | ωB97M-V/def2-TZVPD

CARTESIAN COORDINATES (ANGSTROEM)
H (3.706, 0.439, -2.871)
C (3.835, 1.677, 2.955)
H (-0.790, 4.674, 0.975)
C (-3.179, 3.351, 3.710)
H (-2.231, -3.504, -5.561)
C (2.675, 1.445, 2.204)
H (-3.702, -1.392, 3.557)
H (-3.850, 2.977, 4.473)
C (-3.080, -1.460, 1.510)
H (4.743, 1.149, 2.688)
C (-1.005, -4.572, -4.164)
H (-2.990, -1.850, -3.912)
C (-2.393, 5.141, 2.315)
H (-1.205, 3.404, -3.082)
H (1.000, 4.404, -3.580)
H (-0.530, 0.905, -5.366)
C (-5.913, -0.125, -2.436)
C (-1.878, -3.564, -4.540)
C (-3.943, -4.097, 1.534)
C (-3.256, 0.661, -2.575)
C (-0.623, 2.732, -1.131)
C (0.404, 0.808, -4.826)
C (-2.304, -2.629, -3.606)
C (-4.937, -0.870, -1.791)
H (2.805, 4.311, -1.893)
H (0.142, -5.421, -2.560)
H (-3.319, -4.171, -0.513)
H (-0.580, -3.749, -0.912)
H (1.190, -1.785, 4.062)
C (-1.454, 4.296, 1.742)
H (5.721, -3.375, -0.200)
C (1.522, 3.052, 3.620)
S (2.775, 0.333, 0.831)
C (0.393, 2.668, -0.183)
C (2.785, 0.542, -3.430)
C (5.607, -3.033, 0.818)
C (6.550, -2.289, 2.931)
C (-4.054, -3.319, 2.676)
N (2.845, -2.252, 2.915)
C (2.675, 3.254, 4.362)
H (-2.189, 1.469, 3.460)
C (6.700, -2.752, 1.619)
H (-4.471, -3.743, 3.580)
C (-3.255, 4.673, 3.298)
C (-1.375, 2.969, 2.150)
H (-4.272, -5.128, 1.546)
C (-3.623, -1.998, 2.664)
C (5.300, -2.088, 3.491)
S (1.805, -1.418, -1.749)
C (2.179, -2.587, 1.798)
H (7.694, -2.887, 1.217)
P (-2.256, -1.406, -1.085)
Se (0.334, -2.452, 1.517)
C (1.682, -0.220, -3.054)
C (4.357, -2.831, 1.381)
H (-0.672, -5.299, -4.892)
H (2.425, 3.207, 0.269)
H (2.830, -3.128, -0.087)
C (1.838, 3.875, -1.678)
H (3.570, 1.997, -4.787)
C (-4.231, 1.403, -3.225)
H (2.676, 3.947, 5.193)
H (2.665, -2.163, 4.987)
C (-2.242, 2.504, 3.135)
H (-3.984, 5.339, 3.741)
C (-3.404, -3.557, 0.374)
C (2.701, 1.416, -4.504)
C (0.825, 3.931, -2.624)
H (-2.451, 6.172, 1.992)
C (-0.550, -4.643, -2.853)
C (1.514, 1.549, -5.209)
C (1.522, 2.160, 2.555)
N (3.077, -2.994, 0.885)
H (-2.213, 0.953, -2.619)
C (-2.965, -2.238, 0.356)
H (-0.370, -0.656, -3.455)
H (0.618, 3.594, 3.874)
As (-0.028, 1.730, 1.502)
N (-1.123, -0.414, -0.674)
H (1.452, 2.229, -6.049)
H (5.185, -1.714, 4.499)
C (2.269, -1.661, 4.106)
H (-2.715, -0.439, 1.497)
C (-0.965, -3.706, -1.923)
C (4.209, -2.369, 2.685)
C (-3.606, -0.478, -1.853)
C (3.832, 2.561, 4.019)
H (-5.221, -1.752, -1.229)
H (-6.324, 1.591, -3.655)
H (2.511, -0.597, 4.133)
Cr (0.604, -0.358, -0.082)
H (-6.951, -0.426, -2.378)
H (4.742, 2.715, 4.585)
H (7.434, -2.076, 3.518)
C (0.486, -0.069, -3.757)
H (-3.954, 2.287, -3.783)
C (-1.854, -2.694, -2.291)
C (-0.411, 3.365, -2.346)
H (-1.584, 2.276, -0.921)
C (-5.561, 1.010, -3.153)
C (1.626, 3.249, -0.458)

Values from the calculation:
DFT total energy ... -242570.44981 eV
Multiplicity ... 4
Max |F| ... 0.0148 hartree/bohr
HOMO-LUMO gap (alpha / beta) ... 6.7 / 7.7 eV
Expectation value of S² ... 3.835


C50H42F3INO4PS2TaTe2 | ωB97M-V/def2-TZVPD

CARTESIAN COORDINATES (ANGSTROEM)
F (1.179, -2.617, 4.206)
C (3.770, 4.123, -0.027)
H (9.071, 1.119, -0.289)
H (-3.000, 3.798, 0.801)
H (2.397, 3.679, 4.775)
H (-3.740, 0.511, -1.522)
H (-0.951, 4.857, 2.387)
C (1.902, -1.391, -4.908)
O (0.290, 0.318, 2.228)
C (1.153, -1.742, -2.656)
H (-0.652, 2.962, -4.425)
H (-6.456, -5.456, -1.859)
P (2.389, 1.850, 0.231)
C (1.674, 2.883, 1.562)
C (7.003, 0.493, -0.249)
C (-5.416, 0.572, 3.456)
C (2.362, 2.921, 2.775)
C (0.263, -1.820, 3.731)
H (1.856, -0.839, -5.839)
H (-2.305, 2.323, 0.130)
C (6.374, 3.197, -0.156)
C (-4.689, -1.427, -1.173)
S (2.581, -6.193, 0.267)
C (0.145, -5.864, -0.407)
C (-4.598, -0.084, -1.846)
H (-6.341, -2.005, -2.398)
I (4.412, -0.742, -0.178)
C (-5.518, 1.954, 3.365)
H (-5.497, 0.504, -1.658)
H (-1.991, -3.824, 1.065)
H (-4.905, 3.728, 2.341)
H (-0.051, 3.585, 0.484)
H (1.779, 3.398, -4.419)
C (-0.026, 4.306, 2.499)
C (-4.933, -3.967, -0.041)
C (2.062, 2.701, -2.415)
H (7.262, -0.556, -0.309)
C (-4.567, -0.100, 2.595)
H (3.125, 2.896, -2.429)
F (-0.055, -2.216, 2.462)
O (0.613, 0.661, 4.753)
C (1.301, 2.979, -3.543)
C (6.103, 4.584, -0.178)
H (-1.726, 1.933, -2.445)
H (8.501, 3.520, -0.217)
C (7.724, 2.766, -0.209)
H (-2.863, -2.926, 2.306)
H (-4.498, -0.213, -2.924)
H (3.529, -4.000, -3.483)
H (-7.573, -4.752, -0.699)
C (-5.673, -2.314, -1.602)
C (-2.982, -3.631, 1.478)
C (8.042, 1.447, -0.252)
C (5.696, 0.894, -0.185)
C (2.058, -2.789, -2.505)
H (-0.376, 1.433, -0.440)
C (4.822, 5.043, -0.142)
H (1.094, -7.811, -0.779)
H (-0.064, -3.762, 0.260)
H (4.607, 6.102, -0.183)
C (0.272, -1.327, -1.536)
C (-0.669, 2.166, -2.431)
C (-3.834, -1.857, -0.160)
H (-5.995, 0.023, 4.186)
H (-7.468, -4.088, -2.332)
H (0.260, 4.902, 4.538)
H (-4.499, -1.181, 2.652)
O (-0.934, -1.185, -1.645)
H (-5.038, -4.952, 0.400)
H (3.424, -2.730, -5.601)
C (-5.817, -3.576, -1.048)
C (1.855, 3.647, 3.839)
C (-6.890, -4.516, -1.516)
H (-6.177, 2.491, 4.035)
H (-3.344, -4.564, 1.907)
C (0.481, 3.581, 1.426)
C (-4.795, 2.653, 2.412)
Te (3.073, -3.190, 1.367)
H (6.937, 5.272, -0.235)
H (-0.847, -6.045, -0.796)
C (5.306, 2.257, -0.100)
C (0.568, -4.634, 0.168)
C (-3.935, 2.003, 1.529)
O (2.360, -0.266, 3.213)
C (-3.236, 2.792, 0.458)
C (1.137, -6.797, -0.413)
H (0.358, -0.235, -3.957)
C (1.867, -4.673, 0.591)
C (0.655, 4.335, 3.706)
C (3.972, 2.761, 0.014)
C (2.857, -3.157, -3.577)
C (-3.818, 0.617, 1.656)
C (-3.926, -3.135, 0.416)
C (1.450, 2.182, -1.275)
H (-3.877, 2.889, -0.423)
C (0.088, 1.888, -1.306)
C (1.069, -1.044, -3.857)
S (0.899, -0.045, 3.572)
Ta (1.870, -0.719, 1.188)
H (3.313, 2.409, 2.886)
Te (-2.433, -0.519, 0.591)
N (0.972, -1.065, -0.347)
H (2.764, 4.518, 0.040)
C (2.787, -2.452, -4.772)
F (-0.808, -1.828, 4.482)
H (2.118, -3.330, -1.569)
C (-0.062, 2.729, -3.547)

Values from the calculation:
DFT total energy ... -125548.61881 eV
Multiplicity ... 2
Max |F| ... 0.0912 hartree/bohr
HOMO-LUMO gap (alpha / beta) ... 6.3 / 4.8 eV
Total charge ... +2
Expectation value of S² ... 0.755


C50H42N4O5SSr | ωB97M-V/def2-TZVPD

CARTESIAN COORDINATES (ANGSTROEM)
C (-5.395, -5.036, -0.243)
O (-0.143, 0.364, 4.246)
H (1.130, -4.906, 0.567)
H (3.577, -4.827, -2.950)
C (1.023, 3.021, 0.654)
C (-4.963, -5.180, 1.072)
H (-5.341, -6.020, 1.641)
H (6.299, -7.120, -3.351)
C (5.030, -4.836, 0.112)
H (4.540, -6.888, -3.298)
C (-4.327, 0.880, 1.125)
C (4.401, 4.019, 0.332)
H (-5.146, 5.241, -4.321)
H (4.903, 1.402, -0.199)
H (2.696, 0.620, 3.690)
H (7.064, 4.194, -3.470)
H (-3.738, -4.422, 2.645)
Sr (0.020, 0.233, 2.093)
C (3.035, 3.773, -1.613)
H (-0.327, -0.254, 6.983)
H (-1.438, 5.197, 0.259)
H (3.217, 0.299, 5.370)
C (2.414, 0.684, 4.743)
C (4.083, -0.581, 0.221)
C (-0.833, -4.057, 1.017)
H (-5.491, 6.137, -0.031)
C (2.800, 1.234, 0.593)
C (-4.940, -3.959, -0.995)
C (2.274, -2.275, 0.680)
H (0.682, 1.201, 6.794)
C (5.508, -6.412, -3.118)
N (-0.053, 2.273, 1.021)
H (-4.628, 3.324, -3.137)
H (1.418, -0.343, 7.353)
C (0.587, 4.365, 0.331)
H (-3.167, 2.099, -1.606)
H (-7.280, -6.770, -2.240)
H (-5.257, -3.806, -2.017)
C (-4.044, -3.064, -0.431)
C (-2.938, 1.287, 1.174)
C (-0.764, 4.374, 0.434)
H (4.873, -1.266, -0.042)
H (-6.747, 6.011, -4.249)
C (-4.970, 5.247, -0.360)
C (0.661, 0.115, 6.718)
H (5.846, -5.316, 0.638)
H (2.139, -3.193, -1.816)
C (2.771, -0.959, 0.699)
N (2.051, 0.164, 0.983)
O (6.059, 5.688, -2.443)
H (-7.208, -4.993, -2.254)
C (2.955, -3.654, -1.272)
H (-4.010, 4.889, 1.512)
C (-2.492, 2.582, 0.844)
C (3.943, 4.509, -2.355)
C (-1.210, -2.687, 1.294)
C (-4.066, -4.282, 1.622)
H (5.608, -5.533, -3.762)
H (-5.168, 1.539, 0.986)
C (3.264, 3.489, -0.268)
C (3.166, -3.303, 0.056)
C (0.961, -2.696, 0.964)
N (-0.094, -1.906, 1.310)
C (4.101, 0.773, 0.152)
H (2.168, 1.712, 5.004)
C (-4.138, 4.543, 0.493)
C (5.110, 4.974, -1.757)
H (1.231, 5.184, 0.054)
O (5.678, -6.076, -1.758)
H (6.206, 5.165, 0.061)
O (-5.956, 5.617, -2.446)
C (-6.109, 5.253, -3.803)
C (-4.346, -0.464, 1.295)
H (2.133, 3.398, -2.082)
C (5.315, 4.760, -0.402)
C (-3.681, 2.987, -1.259)
H (3.743, 4.714, -3.398)
C (-1.161, 3.041, 0.835)
O (-6.246, -5.992, -0.706)
C (6.503, 5.115, -3.660)
H (7.163, 5.845, -4.122)
H (-1.511, -4.893, 0.982)
C (-3.471, 3.406, 0.055)
S (0.944, -0.341, 4.987)
C (4.816, -5.171, -1.222)
C (-4.508, 3.686, -2.126)
C (0.506, -4.062, 0.811)
H (4.579, 3.836, 1.385)
C (2.335, 2.557, 0.445)
H (-5.780, -5.953, -2.730)
C (-3.583, -3.210, 0.877)
H (-6.586, 4.274, -3.903)
H (4.393, -3.654, 1.777)
H (-5.206, -1.114, 1.325)
H (5.683, 4.893, -4.345)
H (-3.671, -2.236, -1.020)
C (-2.966, -0.889, 1.422)
C (-6.643, -5.909, -2.059)
N (-2.155, 0.203, 1.421)
C (3.767, -4.579, -1.915)
C (4.216, -3.911, 0.739)
C (-2.543, -2.231, 1.338)
C (-5.149, 4.835, -1.676)

Values from the calculation:
DFT total energy ... -80399.24509 eV
Max |F| ... 0.0536 hartree/bohr
HOMO-LUMO gap ... 5.7 eV


C50H43Br2CsN5P2S2 | ωB97M-V/def2-TZVPD

CARTESIAN COORDINATES (ANGSTROEM)
H (4.450, 5.669, 4.738)
H (4.047, -2.952, 4.218)
C (2.696, 6.588, 1.985)
C (2.672, 4.287, -3.608)
C (-2.619, 4.133, -2.592)
C (3.247, 8.507, 3.353)
H (1.666, -0.185, -5.607)
H (2.676, 1.476, -0.981)
H (-5.572, -1.329, -0.762)
C (3.610, 2.254, -2.738)
H (-2.914, 3.954, -3.618)
C (-3.492, -0.243, 1.682)
C (3.609, 3.261, -3.689)
C (1.285, 4.328, 1.015)
H (-1.602, 4.628, 1.084)
C (3.361, 5.779, 2.904)
H (-0.149, 6.738, 2.278)
H (3.413, 4.707, 2.767)
C (-1.731, 8.541, -0.106)
C (3.902, 7.690, 4.263)
C (-0.252, -4.896, -2.056)
C (-0.348, 7.185, 1.310)
C (1.719, 3.288, -1.627)
C (1.138, -2.241, -5.210)
C (-4.463, -1.004, 1.077)
C (-1.468, 7.976, 1.137)
C (0.855, 1.839, 3.504)
C (4.942, -1.427, 2.567)
N (-1.973, 1.678, 1.487)
H (0.528, -4.171, -4.526)
C (-0.955, 3.940, -0.846)
C (-2.881, 0.801, 0.945)
H (-0.989, 4.993, 4.764)
C (2.653, 7.959, 2.228)
H (0.566, 4.439, 1.835)
C (1.744, 4.304, -2.583)
C (0.617, -3.124, -4.281)
H (1.025, 5.112, -2.524)
H (2.134, 8.611, 1.534)
S (0.887, -2.158, 2.520)
C (0.862, 3.909, 4.746)
C (-0.482, 2.055, 3.136)
H (1.387, 4.635, 5.354)
C (0.219, -2.609, -3.050)
H (2.503, -2.535, 4.963)
S (3.139, -0.360, 0.831)
C (3.954, 6.324, 4.033)
H (2.619, -3.960, 3.954)
C (2.664, 2.267, -1.720)
C (-1.146, 3.194, 3.616)
H (0.950, 7.370, -1.803)
C (-0.319, -3.510, -1.956)
C (-4.813, -0.756, -0.249)
H (5.542, -0.815, 1.898)
C (0.268, 7.540, -0.978)
H (-2.147, 8.138, 1.964)
H (4.363, 8.115, 5.145)
H (4.339, 3.255, -4.489)
C (-4.138, 0.265, -0.901)
C (-0.865, 8.325, -1.162)
H (-2.618, 9.146, -0.246)
P (2.020, 5.899, 0.421)
H (0.173, -5.398, -2.911)
C (1.512, 2.763, 4.296)
Br (1.693, -2.892, -6.892)
C (-0.469, 4.111, 4.405)
N (0.301, -1.311, -2.757)
H (-3.200, -0.386, 2.713)
C (-1.857, 4.527, 0.038)
C (0.809, -0.483, -3.658)
H (-1.657, -3.084, 0.985)
H (-1.589, -5.571, 0.987)
H (4.336, 1.453, -2.777)
C (-1.364, 3.731, -2.160)
N (-0.834, -2.897, -0.891)
H (-4.964, -1.787, 1.638)
H (-2.178, 3.344, 3.332)
Cs (-0.188, -0.153, 0.073)
N (-3.195, 1.016, -0.354)
C (-1.237, -5.015, 0.131)
H (0.875, 0.562, -3.376)
H (3.193, 9.575, 3.520)
H (-3.787, 5.396, 0.315)
H (5.078, -1.058, 3.587)
C (2.973, -2.933, 4.060)
H (-4.361, 0.478, -1.943)
H (2.675, 5.081, -4.345)
H (2.097, 3.740, 1.459)
H (-0.706, 3.234, -2.863)
C (1.252, -0.896, -4.908)
H (5.327, -2.451, 2.542)
H (-1.067, 8.765, -2.130)
N (-1.114, 1.116, 2.337)
H (-4.476, 5.058, -2.040)
C (-3.492, 4.748, -1.710)
C (-3.105, 4.941, -0.392)
Br (-0.644, -7.525, -1.076)
C (3.489, -1.361, 2.142)
C (0.532, 6.951, 0.252)
C (-1.269, -3.626, 0.126)
H (2.549, 2.590, 4.558)
C (2.531, -2.116, 2.864)
H (1.359, 0.953, 3.134)
P (0.568, 3.158, -0.203)
C (-0.725, -5.641, -0.989)

Values from the calculation:
DFT total energy ... -240880.76872 eV
Max |F| ... 0.0196 hartree/bohr
HOMO-LUMO gap (alpha / beta) ... 4.7 / 5.4 eV
Total charge ... -1